DFT (ωB97M-V with the def2-TZVPD basis set) results for a structure of composition C43H69MnNOPS3SiTe.

XYZ file:
```
121
Properties=species:S:1:pos:R:3:forces:R:3:lowdin_charge:R:1
H 1.4411 3.5298 -3.2044 -0.01 -0.06 -0.02 0.099
H 3.8885 -1.6083 -4.0487 -0.02 0.00 -0.01 0.072
H 3.7903 -2.5133 3.0894 -0.06 0.01 0.04 0.035
C -6.9872 -2.3253 -0.5459 -0.09 -0.06 -0.02 -0.255
H 3.7526 3.2405 -1.6511 0.05 0.03 0.00 0.058
Mn 2.3644 0.7909 0.4268 0.29 0.49 0.83 0.267
H 1.2406 -1.7031 -1.2070 -0.04 -0.09 0.08 0.059
H -3.3901 -1.8168 2.2709 0.03 0.02 0.03 -0.008
H 4.2018 3.8003 1.9733 -0.01 -0.01 0.05 0.073
H 2.6646 -3.5066 4.0160 0.03 0.06 -0.05 0.063
H -1.7264 3.9277 -1.5149 -0.01 -0.02 0.02 0.080
H -1.0043 -1.2798 -2.0074 0.00 0.00 0.00 0.077
H -0.3881 0.2519 -1.4051 -0.06 0.01 0.00 -0.009
C -4.5598 2.3515 1.7251 0.02 0.01 0.04 -0.289
H 3.2419 1.9432 -3.1540 0.00 0.01 -0.04 0.094
C -2.0023 2.9721 -1.0655 -0.10 0.07 0.08 -0.102
C -5.0405 -1.9457 0.8647 0.01 0.01 0.06 -0.311
H 1.5163 -1.5768 -4.2501 -0.04 0.00 -0.02 0.068
H -5.8185 0.7202 -2.7803 0.00 -0.01 0.02 0.081
H 0.7027 -3.6761 -0.7679 0.00 -0.04 0.03 0.105
C -4.2783 -2.4155 2.0850 -0.07 0.01 -0.13 -0.085
C 4.5251 -0.8727 -3.5642 0.02 0.00 0.03 -0.078
C -6.6107 -1.2285 -1.3169 -0.01 0.04 -0.03 -0.010
C 2.5547 2.9518 3.1050 0.06 -0.03 -0.18 -0.434
C 0.5600 -0.1578 1.5702 -0.40 0.16 -0.56 -0.624
C 3.8764 -5.6786 0.1335 0.01 0.02 -0.01 -0.058
C 1.3602 -2.0939 -3.3068 0.07 -0.05 0.05 -0.079
S 2.5546 3.2138 0.3332 -0.17 -0.35 -0.11 0.939
H -4.1153 0.5729 -2.3312 0.03 0.02 0.00 0.052
H -5.2959 1.6567 3.6149 -0.03 0.02 -0.02 0.086
C -0.0555 -3.4041 2.2981 -0.25 0.15 0.08 -0.127
H -2.3561 2.3100 -1.8598 0.02 -0.03 0.01 0.063
H 0.0045 -4.4882 2.1727 -0.01 0.03 0.01 0.061
C -6.1936 -2.6622 0.5346 0.04 -0.01 0.07 -0.015
H 4.2440 4.5781 -0.6201 0.03 0.01 -0.08 0.107
C -8.2208 -3.1176 -0.8955 0.10 0.10 0.00 -0.039
H 3.6901 -2.6227 -1.5557 0.03 0.01 0.02 0.069
H 5.8547 3.2933 0.5568 0.04 0.02 -0.01 0.080
C -0.2579 -0.2692 2.8125 -0.01 -0.25 -0.07 -0.053
C -3.0696 3.1775 -0.0154 -0.02 0.01 -0.03 -0.317
H 3.4562 -6.8198 -1.6329 0.01 0.04 -0.01 0.116
H 0.2090 2.2820 -3.0460 0.04 0.01 0.04 0.078
H 4.0436 -4.4102 1.8435 -0.03 -0.05 -0.06 0.096
H 3.9433 -1.5613 -0.1810 0.02 -0.03 -0.01 0.037
H -9.1016 -2.4738 -0.9071 0.00 -0.02 0.02 0.087
H 5.3177 -2.0592 -1.1714 -0.03 0.01 -0.01 0.101
H -8.3924 -3.9227 -0.1832 0.00 0.01 0.00 0.077
C -4.5296 4.7219 1.1643 -0.01 0.14 0.02 -0.258
H -6.1217 0.9557 2.2253 0.03 -0.04 -0.02 0.099
C 5.2893 2.7361 -0.1858 -0.11 -0.04 -0.03 -0.427
H -1.0359 -1.0224 2.7002 -0.01 0.05 0.02 0.039
H 2.4869 -1.7532 4.0206 -0.04 -0.04 0.00 0.029
C -4.6798 -0.8532 0.0696 0.00 -0.07 -0.11 -0.413
C 3.4719 -4.6253 0.9461 0.06 0.10 -0.09 -0.087
H -8.1272 -3.5547 -1.8912 0.00 -0.01 0.02 0.086
C -5.0333 6.1272 1.3785 0.03 -0.12 -0.08 -0.041
O 1.5234 -1.1180 1.2898 -0.04 0.39 -0.16 -0.215
H -7.2179 -0.9556 -2.1752 0.03 0.02 0.06 0.124
H 0.3842 -0.5478 3.6511 0.01 0.01 -0.03 0.084
H -5.1823 1.6248 -1.4035 0.02 -0.01 -0.01 0.077
C 2.3422 -3.8623 0.6315 0.07 -0.12 -0.05 -0.267
S 2.7976 1.1733 2.9268 -0.14 -0.11 0.00 0.951
H 5.8728 2.3172 2.3756 -0.03 0.02 0.00 0.080
H 5.9470 2.5823 -1.0394 0.04 0.05 -0.02 0.094
Si 1.6312 -2.7460 1.9193 0.06 -0.31 0.15 0.543
C 2.7420 -2.6108 3.3924 0.20 0.02 0.14 -0.138
H -5.7641 3.8482 2.6699 0.04 -0.02 -0.04 0.124
H -6.4695 -3.5128 1.1513 0.01 0.04 -0.02 0.124
C 2.0290 -5.2397 -1.3421 0.02 -0.01 -0.03 -0.067
H 2.9949 3.2536 4.0552 -0.08 0.07 0.03 0.104
H -4.5102 0.3980 2.6561 0.03 -0.04 0.03 0.027
C 3.1574 -5.9849 -1.0122 -0.03 0.05 0.03 -0.053
H 1.9239 1.9155 -5.2194 -0.01 -0.02 0.00 0.099
H 2.7605 4.8168 2.0627 0.06 0.03 0.03 0.103
C 1.9062 1.0396 -4.5680 0.09 0.02 0.03 -0.083
H 4.5697 0.0201 -4.1856 -0.01 0.00 -0.01 0.074
C -3.5527 4.4597 0.2071 0.05 0.00 -0.05 -0.017
H 1.1575 2.7358 -1.6504 -0.04 0.02 -0.04 -0.007
H -0.7347 0.6867 3.0045 -0.05 0.02 -0.01 0.095
C 4.0452 3.5064 -0.6370 -0.06 -0.02 0.04 -0.438
H -3.1636 5.2823 -0.3874 0.01 -0.06 0.04 0.120
C -3.5923 2.1149 0.7436 0.08 0.06 0.09 -0.413
H 4.7409 -6.2712 0.4059 -0.02 0.03 -0.01 0.114
C 1.6197 -4.2024 -0.5200 0.00 -0.05 0.05 -0.116
H 5.5341 -1.2884 -3.5250 -0.01 0.00 -0.01 0.095
C 3.1138 3.7901 1.9692 0.00 -0.05 -0.01 -0.422
C -5.1485 1.2763 2.6037 0.00 0.12 -0.06 -0.057
H 4.5705 -0.1871 3.5097 0.03 -0.02 0.02 0.070
C 2.2374 1.5025 -3.1429 -0.30 0.17 0.18 -0.495
H -5.6283 6.4560 0.5242 -0.01 -0.01 0.02 0.088
N 0.5405 0.8310 0.7560 0.75 -0.08 0.63 0.028
H 2.6088 0.3157 -4.9695 0.01 -0.02 0.00 0.061
C 1.2098 2.5756 -2.7254 0.07 -0.10 -0.09 -0.118
C 1.1498 -1.1356 -2.1332 -0.21 0.17 0.03 -0.499
H 2.1919 -2.7785 -3.1409 -0.01 0.05 -0.02 0.062
H -0.4535 -0.0552 -3.1426 -0.02 -0.05 0.03 0.078
H -0.8187 -3.0387 1.6032 0.02 -0.07 0.02 0.046
H -5.6563 6.1956 2.2687 0.01 0.00 -0.01 0.078
C 4.2669 -1.7656 -1.2063 0.01 0.09 -0.09 -0.111
H -3.9742 -3.4585 1.9695 -0.01 0.03 0.00 0.084
C -5.1288 0.6741 -1.9388 -0.07 -0.07 0.09 -0.070
H 0.4574 -2.6996 -3.4145 0.02 0.00 0.01 0.097
C -0.2517 -0.5081 -2.1704 0.19 0.01 -0.11 -0.125
H 0.9039 0.6176 -4.6189 0.03 0.02 0.00 0.073
C 4.5317 0.8847 3.3183 -0.03 0.07 -0.18 -0.439
C 5.5504 1.2857 2.2529 -0.07 0.03 -0.01 -0.428
C -5.4739 -0.4851 -1.0367 0.05 -0.03 -0.03 -0.294
P 2.4061 0.1742 -1.8660 0.17 -0.22 -0.59 1.077
C 4.0885 -0.5571 -2.1324 -0.11 -0.09 0.06 -0.535
C -5.0118 3.6612 1.9088 -0.05 -0.08 0.05 -0.009
H -1.1051 2.5226 -0.6316 0.00 -0.01 -0.02 0.031
H 1.4548 -5.4888 -2.2266 0.01 0.00 0.04 0.115
H 6.4332 0.6557 2.3400 0.05 0.03 0.07 0.092
H -0.3940 -3.2062 3.3171 0.01 0.04 -0.07 0.054
H 1.4725 3.0662 3.1726 -0.02 0.02 0.05 0.096
S 4.9769 1.0895 0.5305 0.01 -0.23 -0.07 0.930
H 4.7515 0.2393 -1.7857 0.09 0.04 0.01 0.041
H 4.7450 1.3970 4.2563 0.07 -0.08 0.05 0.103
H -4.2029 6.8268 1.4824 -0.01 0.00 0.02 0.081
H -4.9142 -2.3592 2.9708 0.00 -0.01 -0.01 0.090
Te -2.8464 0.1640 0.3865 -0.36 0.00 -0.09 1.498
```
Positions in Å, forces in eV/Å.

## Properties
Energy relative to the best compared isomer or geometry (same formula, charge and spin), kcal per mole: 0.00
M, g mol⁻¹: 953.8
DFT total energy, a.u.: -5053.8699
2S+1: 3
Net charge: +2


DFT (ωB97M-V with the def2-TZVPD basis set) results for a structure of composition C43H69N3O4S3SbSeTi.

XYZ file:
```
125
Properties=species:S:1:pos:R:3:forces:R:3:lowdin_charge:R:1
H 4.0459 -2.4971 -1.7548 0.00 0.00 -0.01 0.083
H 1.6394 -5.0366 -2.5921 -0.01 0.01 -0.01 0.066
C -3.0421 3.3006 0.9468 -0.02 -0.02 -0.02 -0.046
H 3.0347 -4.0706 -3.0707 0.00 -0.01 0.00 0.076
C -0.6946 6.2907 2.0619 0.00 0.00 0.00 -0.109
C 3.1367 -2.2811 -1.1824 0.00 -0.01 -0.01 -0.048
C 0.0210 6.9161 1.0484 -0.01 0.00 0.01 -0.132
H -3.9202 -4.4283 -0.4201 0.00 0.00 0.00 0.071
C 1.3210 1.3961 -2.9310 0.00 0.00 0.00 -0.038
H -4.8480 -1.4813 -4.8648 0.00 0.00 0.00 0.076
C -0.7887 -2.2669 0.8332 0.02 -0.01 0.00 -0.360
H -0.7826 2.9279 5.0914 0.00 0.00 0.06 0.024
H -2.2292 4.0248 0.9212 0.02 -0.01 0.01 0.063
H -2.3667 1.1319 -3.8553 -0.01 0.00 0.00 0.088
C 2.3073 -3.5681 -1.0904 0.01 0.01 0.00 -0.519
C -3.4011 -5.2628 -0.8942 0.00 -0.01 0.00 -0.056
H 1.6374 1.1038 -1.9321 0.01 0.01 0.01 0.065
H 2.0914 2.0385 -3.3690 0.00 0.00 -0.01 0.082
O -2.1630 2.1230 2.8363 -0.10 0.08 -0.10 -0.233
H 6.1679 2.7629 1.5904 0.01 0.00 -0.01 0.047
Sb 3.0463 1.2509 5.0743 0.02 0.05 0.06 0.084
H 4.8754 3.0164 -0.8351 0.02 0.02 0.02 0.088
H -6.1813 -1.6280 -2.8358 0.00 0.00 0.00 0.079
H -0.9187 4.5308 3.2752 0.01 0.01 -0.01 0.095
H 3.8305 -2.4692 1.9894 -0.04 0.02 0.04 0.072
H -1.6595 0.8156 4.2915 -0.01 -0.01 -0.01 0.039
H 3.3644 -4.2876 0.6655 -0.01 -0.01 -0.01 0.074
H -5.7085 -0.8405 -1.3261 0.00 0.00 0.00 0.085
H -4.1637 2.1293 2.3618 0.00 0.00 0.04 0.114
O 2.9379 0.8169 1.3769 0.67 0.05 -0.63 -0.170
H -3.3313 -6.9900 1.2361 0.00 0.00 0.00 0.076
N 4.9408 1.4496 0.5259 -0.02 -0.05 0.09 -0.136
H 2.5872 -1.4877 -1.6905 0.00 0.00 0.00 0.088
H -3.5432 3.6513 3.0204 0.01 0.03 -0.02 0.111
Se -1.4546 -0.5987 1.5322 -0.21 -0.03 -0.11 1.168
C 0.6919 4.3162 1.8848 -0.13 0.00 -0.14 -0.282
C -5.2311 0.8370 -3.4317 0.00 -0.01 0.00 -0.054
C -1.5281 -6.8867 -0.7697 0.00 0.00 -0.01 -0.077
H 2.2388 4.4291 0.4107 -0.01 0.00 0.00 0.090
C -1.8382 0.0760 -0.2332 0.00 -0.09 -0.03 -0.377
O 0.1918 1.2845 -0.1528 -0.23 0.02 -0.40 -0.235
C 0.0618 -4.4941 -0.4749 0.01 0.00 0.00 0.002
H -0.5225 1.5438 -4.9386 0.00 0.00 0.00 0.079
H 4.5624 -1.6554 3.4052 0.04 -0.04 -0.01 0.089
C -1.2174 -4.5089 0.0624 -0.01 -0.01 -0.01 -0.186
H 1.2383 0.4940 -3.5439 0.00 0.00 0.01 0.085
C -2.1762 -5.6902 -0.0721 0.00 0.00 0.00 -0.562
H -1.7859 -6.4530 1.9248 0.00 0.00 0.00 0.089
C 5.8792 -1.1576 0.9766 0.03 0.04 0.13 -0.066
H -4.1095 -6.0914 -0.9952 0.00 0.00 0.00 0.077
H -0.8092 4.0370 -2.1791 0.00 0.00 0.00 0.091
H -2.2399 -7.7153 -0.8136 0.00 0.00 0.00 0.077
S 0.9662 0.2638 3.8114 -0.01 -0.22 -0.40 -0.067
H 7.0093 1.8077 0.3177 0.01 0.01 0.00 0.081
H 6.7328 -1.1677 1.6621 0.01 -0.01 -0.01 0.087
C 1.0828 6.2360 0.4649 0.01 0.01 -0.01 -0.109
H 4.0947 -4.7882 -0.8706 0.01 0.01 0.00 0.079
C -5.3258 -1.3310 -2.2232 0.00 0.00 0.01 -0.071
S 1.8534 2.5070 6.6175 0.01 0.03 -0.06 -0.500
H 2.0211 2.9080 2.4459 0.01 0.10 0.08 -0.047
C 2.0797 -4.0397 -2.5384 0.00 -0.02 0.01 -0.061
H 0.5472 2.7125 3.1153 -0.08 0.08 -0.02 0.015
N 1.0070 3.0096 2.2584 0.33 -0.30 0.13 0.054
H -4.7969 -2.2366 -1.9185 0.00 0.00 0.00 0.075
C -1.0666 1.2735 -2.1839 -0.02 0.06 0.01 -0.079
C -3.2968 2.8101 2.3558 0.00 -0.02 0.04 -0.292
C -0.3646 5.0118 2.4789 0.00 -0.03 0.02 -0.034
H -1.2341 -6.6432 -1.7929 0.01 0.00 0.00 0.081
N 4.6947 -0.6074 1.5999 -0.07 -0.05 -0.17 -0.109
H 4.1118 3.3622 0.7509 -0.01 -0.02 0.01 0.047
H -2.4070 3.6779 5.0793 0.00 0.00 -0.01 0.062
C -4.4172 -0.4002 -3.0269 0.00 0.01 0.00 -0.560
C -0.4168 2.4514 -4.3388 0.00 0.00 0.00 -0.081
H 3.0173 -1.0944 2.7733 0.00 0.01 0.02 0.007
H -2.6392 -3.2623 1.1090 0.00 0.00 0.00 0.099
H 1.6610 6.7073 -0.3223 0.00 0.00 0.00 0.092
H -3.1499 -5.3412 1.8500 0.00 0.00 0.00 0.076
H -3.3453 1.3884 4.3593 0.00 0.00 0.01 0.111
H -3.9467 3.7722 0.5529 0.01 0.02 0.00 0.074
H 0.3671 3.0622 -4.7934 0.00 0.00 0.00 0.079
Ti 0.9921 0.4921 1.4389 -0.24 0.36 1.38 0.575
H -3.6746 -0.9766 -0.3839 0.00 0.00 0.00 0.094
H -0.2377 7.9173 0.7256 0.00 0.00 0.00 0.081
C -0.8639 0.8914 -0.8298 -0.01 0.03 0.00 -0.359
H -1.3517 3.0148 -4.3921 0.00 0.00 0.00 0.081
C 1.4151 4.9558 0.8744 0.00 0.00 0.01 -0.037
O 1.3403 -1.2640 0.5781 -0.06 -0.23 -0.17 -0.224
C 3.9825 -1.5087 2.4912 0.03 0.11 0.08 -0.047
H -1.5189 6.8071 2.5414 0.00 0.00 0.00 0.094
H -5.5658 1.3791 -2.5452 0.00 0.00 0.00 0.087
H 6.1419 -0.5862 0.0905 0.00 0.00 -0.01 0.086
C -0.0242 2.1395 -2.8922 0.00 0.00 -0.02 -0.526
H -3.0969 -4.9411 -1.8926 0.00 0.00 0.00 0.086
H 0.4051 -5.3736 -1.0041 -0.01 0.00 0.01 0.085
H -4.6326 1.5222 -4.0343 0.00 0.00 0.00 0.075
C -1.6341 -3.3455 0.7087 0.02 0.03 -0.01 -0.077
C -3.1907 0.0319 -2.2258 0.00 0.01 -0.01 -0.182
H 3.2924 2.3205 -0.4338 0.01 0.00 -0.02 0.079
C -2.2144 0.8356 -2.8252 0.00 0.01 0.01 0.014
H 3.4128 -1.9028 -0.2030 -0.01 0.01 -0.03 0.053
H -2.0052 2.3709 6.2053 0.00 0.00 0.00 0.076
H -0.6421 -7.2297 -0.2314 0.00 0.00 0.00 0.084
H 5.6679 -2.1885 0.6787 0.00 0.00 -0.01 0.079
C -1.8540 2.7402 5.1890 -0.01 -0.01 -0.05 -0.088
C -2.6400 -6.1453 1.3186 0.00 0.00 0.00 -0.055
H -3.3810 -2.0260 -4.0275 0.00 0.00 0.00 0.087
C -2.3016 1.6909 4.1903 0.03 -0.06 0.00 -0.302
C 3.1456 -4.6212 -0.3508 0.00 0.01 0.01 -0.046
H 0.9010 4.0863 -2.6376 0.00 0.00 0.00 0.083
H 6.5182 1.0852 1.8741 0.00 0.00 0.01 0.072
C 0.5439 -2.2768 0.3484 -0.01 -0.02 0.07 -0.330
H 2.6183 -5.5753 -0.2834 0.00 0.00 -0.01 0.075
H 0.4069 3.3296 -1.1140 0.00 0.00 -0.01 0.061
C 0.1299 3.4776 -2.1544 0.01 -0.01 0.01 -0.036
H -3.3680 -0.5167 -4.9405 0.00 0.00 0.00 0.073
C 4.1394 0.5606 1.1988 0.04 0.15 0.15 -0.505
C 6.2419 1.7913 1.0989 0.00 -0.04 -0.06 -0.106
C 4.2601 2.6088 -0.0295 -0.01 0.00 -0.03 -0.068
C -2.9748 -0.3400 -0.9100 0.00 0.02 0.01 -0.060
H 1.4169 -3.3481 -3.0623 0.01 0.01 0.00 0.090
S 4.0857 2.7743 3.5600 -0.02 -0.02 0.13 -0.242
C 0.9479 -3.4171 -0.3844 -0.02 -0.02 0.01 -0.078
H -6.1107 0.5472 -4.0156 0.00 0.00 0.00 0.076
H -2.7807 2.4652 0.2974 0.00 0.00 -0.01 0.060
C -3.9759 -1.1496 -4.2925 0.00 0.00 0.00 -0.054
```
Positions in Å, forces in eV/Å.

## Properties
Energy relative to the best compared isomer or geometry (same formula, charge and spin), kcal per mole: 16.49
M, g mol⁻¹: 1036.8
DFT total energy, a.u.: -6831.1296
2S+1: 2
Net charge: -2


> What is the DFT total energy in the second record?

-6831.1296 a.u.